ORCA calculation (the ωB97M-V functional and the def2-TZVPD basis) on 8 unconnected molecules or ions with the total composition C16H32Cl16 at a distorted geometry.

The geometry in XYZ format:
```
64
Properties=species:S:1:pos:R:3:lowdin_charge:R:1
Cl 0.372 6.365 3.028 0.543
Cl -1.797 0.953 -0.722 0.502
Cl 3.307 1.801 -4.210 0.488
Cl -4.218 3.086 1.319 0.549
Cl 2.610 4.731 -1.379 0.535
Cl 4.387 1.493 1.047 0.543
Cl -4.995 5.140 -1.324 0.583
Cl 0.720 -0.276 0.473 0.582
Cl 4.594 -3.685 2.314 0.606
Cl -2.545 7.198 1.330 0.529
Cl 3.226 -0.858 -1.718 0.543
Cl 1.033 -4.535 0.584 0.497
Cl 2.532 -7.565 -0.845 0.537
Cl 1.930 -2.105 3.793 0.564
Cl -2.726 -4.712 0.061 0.604
Cl -4.039 -1.699 -1.620 0.491
C 3.177 -1.398 2.759 -0.700
C 3.032 -6.563 0.541 -0.658
C 2.032 -0.190 -2.897 -0.671
C 1.849 -6.019 1.349 -0.547
C 2.823 3.598 0.010 -0.619
C 3.671 -2.331 1.727 -0.737
C -0.847 -1.001 0.854 -0.619
C 3.967 2.638 -0.308 -0.620
C -0.828 5.304 2.225 -0.677
C -6.077 4.104 -0.462 -0.701
C -1.373 5.885 0.984 -0.667
C 2.635 0.074 -4.266 -0.571
C -5.433 2.801 0.054 -0.629
C -3.803 -4.429 -1.241 -0.745
C -3.395 -3.345 -2.199 -0.567
C -1.959 0.072 0.796 -0.661
H -3.647 -3.630 -3.231 0.088
H 3.072 4.196 0.856 0.056
H -1.854 0.924 1.472 0.037
H 1.615 0.756 -2.469 0.057
H 3.628 -5.764 0.084 0.051
H 4.832 3.221 -0.604 0.070
H 1.065 -6.690 1.400 0.025
H 1.161 -0.808 -3.110 0.074
H -0.570 6.353 0.438 0.054
H 3.476 -0.598 -4.472 0.064
H 3.633 1.984 -1.100 0.002
H -1.097 -1.728 0.159 0.014
H -3.641 -5.353 -1.796 0.062
H 1.889 0.036 -5.069 0.075
H -1.614 5.145 2.915 0.044
H 3.708 -7.152 1.144 0.069
H 1.891 3.097 0.147 0.047
H 2.927 -2.729 1.094 -0.017
H -4.832 -4.355 -0.898 0.073
H -6.145 2.275 0.594 0.034
H -1.869 5.172 0.304 0.065
H -4.957 2.329 -0.825 0.076
H -6.431 4.728 0.383 0.076
H 4.266 -1.792 0.995 0.051
H -2.315 -3.216 -2.059 0.051
H 2.194 -5.699 2.324 0.056
H -0.727 -1.492 1.841 0.079
H 2.759 -0.591 2.231 -0.030
H -3.012 -0.272 0.936 0.073
H -6.848 3.801 -1.155 0.067
H -0.366 4.330 2.005 0.079
H 3.947 -1.012 3.409 0.073
```

Computed properties:
Energy above the lowest of the compared OMol25 structures with the same formula, charge and spin: 154.2 kJ/mol
Structure (SMILES): ClCCCl.ClCCCl.ClCCCl.ClCCCl.ClCCCl.ClCCCl.ClCCCl.ClCCCl
LUMO level: 0.304 eV
Gap between HOMO and LUMO: 10.8 eV
HOMO: -10.52 eV

ORCA calculation (the ωB97M-V functional and the def2-TZVPD basis) on a molecular structure, C16H32Cl2CoOP3 at a distorted geometry.

The geometry in XYZ format:
```
55
Properties=species:S:1:pos:R:3:lowdin_spin:R:1
Co -0.132 0.286 -0.770 2.638
Cl -0.539 4.150 -1.449 0.005
Cl 0.585 0.915 -2.765 0.390
P -2.207 0.349 -0.948 0.179
P 0.117 -1.798 -0.673 0.167
P 1.356 0.875 0.566 0.201
O -1.351 4.090 1.101 0.001
C 0.799 -2.413 -2.253 0.037
C 3.372 -3.626 1.177 0.001
C 0.718 -2.992 1.811 0.011
C -1.390 6.262 0.041 0.000
C 2.848 -3.937 2.441 0.012
C 2.563 -2.995 0.226 0.010
C -2.774 2.062 -1.019 0.044
C -1.174 4.799 0.133 0.000
C -2.763 -0.315 -2.571 0.032
C 1.346 2.665 0.716 0.055
C -1.267 -2.957 -0.516 0.031
C 1.485 0.309 2.274 0.030
C 2.998 0.514 -0.158 0.038
C 1.241 -2.650 0.551 0.025
C 1.520 -3.626 2.757 0.000
C -3.360 -0.338 0.291 0.030
H -2.206 0.198 -3.365 0.001
H 2.937 -2.845 -0.794 0.001
H -2.204 2.546 -1.818 0.000
H -2.034 -2.754 -1.266 0.000
H -3.199 -1.415 0.409 0.000
H 2.327 0.804 2.766 0.007
H 0.555 0.564 2.793 0.001
H 1.115 -3.885 3.733 0.000
H 2.985 0.760 -1.226 0.001
H -0.408 6.744 -0.063 0.000
H 1.627 -0.775 2.307 0.000
H 3.495 -4.381 3.190 0.001
H 2.235 3.025 1.249 0.011
H 3.242 -0.547 -0.031 0.000
H -1.699 -2.921 0.487 0.000
H -0.824 -3.942 -0.695 0.006
H -3.839 -0.123 -2.687 0.005
H 0.927 -3.495 -2.131 0.006
H 3.749 1.128 0.355 0.007
H 1.310 3.102 -0.292 0.000
H -3.172 0.176 1.245 0.000
H -3.849 2.151 -1.231 0.009
H -2.011 6.482 -0.839 0.000
H -2.573 -1.394 -2.633 0.000
H -4.394 -0.145 -0.034 0.007
H 0.438 2.963 1.252 0.001
H 1.750 -1.916 -2.479 0.000
H -1.884 6.597 0.960 0.000
H 0.065 -2.184 -3.037 0.000
H -2.533 2.536 -0.061 0.001
H -0.328 -2.810 2.052 0.000
H 4.408 -3.872 0.921 0.000
```

Computed properties:
Energy above the lowest of the compared OMol25 structures with the same formula, charge and spin: 17.9 kJ/mol
Charge: +2
LUMO level (alpha / beta): -5.546 / -9.490 eV
Gap between HOMO and LUMO (alpha / beta): 9.4 / 5.9 eV
<S²>: 6.0197
Multiplicity: 5
HOMO (alpha / beta): -14.98 / -15.34 eV

ORCA calculation (the ωB97M-V functional and the def2-TZVPD basis) on a molecular structure, C16H32Cl8O12 at a distorted geometry.

The geometry in XYZ format:
```
68
Properties=species:S:1:pos:R:3:lowdin_charge:R:1
Cl 2.943 -3.775 0.597 0.598
Cl 1.201 -1.417 5.057 0.493
Cl -2.552 -0.576 2.931 0.566
Cl -0.294 -1.518 1.379 0.732
Cl -0.136 1.057 3.465 0.659
Cl 5.133 -2.049 1.427 0.480
Cl 2.151 -2.148 2.457 0.604
Cl 0.586 1.159 0.591 0.851
O -2.749 2.356 1.139 0.012
O 2.161 3.096 2.185 -0.059
O -1.002 3.234 -0.099 -0.072
O -0.042 -4.231 -0.916 0.005
O 2.219 2.886 4.433 0.063
O -0.886 -2.799 -2.435 0.059
O -2.224 -0.245 -4.831 0.013
O -2.612 1.965 -1.127 0.030
O 1.824 4.837 3.384 0.013
O -3.413 -0.626 -2.939 0.117
O -0.260 -4.938 -3.095 0.010
O -1.057 -0.559 -3.043 -0.020
C -3.364 -0.389 -5.626 -0.062
C 0.810 -2.327 3.547 -0.980
C -0.521 -4.746 -4.457 -0.049
C -0.447 -3.910 -2.207 -0.399
C 0.282 -3.270 0.096 -0.298
C 2.595 1.732 1.946 -0.154
C 0.996 -0.580 0.503 -0.708
C -2.158 2.550 0.029 -0.459
C -0.970 -0.912 -1.664 -0.136
C -1.585 0.833 2.473 -1.027
C -1.779 1.889 -2.252 -0.061
C -0.257 3.790 0.983 -0.066
C -2.332 -0.465 -3.533 -0.601
C 2.127 3.587 3.412 -0.642
C 3.835 -2.325 0.152 -0.903
C 1.516 5.651 4.528 -0.003
H -1.134 0.584 1.512 -0.110
H 0.523 5.384 4.889 0.100
H 1.011 -0.896 -0.540 0.012
H -3.687 -1.429 -5.677 0.102
H 0.070 -0.918 -1.340 0.044
H 1.697 1.141 1.766 -0.152
H 1.000 -3.729 0.776 -0.029
H -0.778 1.471 -2.148 0.096
H -2.189 1.734 2.371 -0.006
H -0.098 -1.858 3.167 -0.118
H -3.192 -0.168 -6.679 0.091
H -1.404 -1.909 -1.586 0.042
H 3.069 -1.550 0.116 -0.021
H 0.533 -3.349 3.803 0.057
H -0.760 -3.705 -4.672 0.093
H 1.554 6.689 4.197 0.096
H -0.619 -2.943 0.615 -0.023
H -0.947 4.176 1.734 0.112
H -1.325 -5.421 -4.753 0.101
H 3.095 1.833 0.983 0.099
H 0.714 -2.397 -0.394 0.033
H -1.548 -0.291 -0.978 0.095
H 3.226 1.246 2.690 0.108
H 0.394 -4.948 -5.013 0.097
H -1.734 2.919 -2.606 0.113
H 1.937 -0.862 0.976 -0.061
H -2.231 1.326 -3.069 0.077
H 4.370 -2.396 -0.795 0.044
H 2.181 5.496 5.378 0.097
H -4.188 0.296 -5.429 0.101
H 0.337 3.020 1.477 -0.010
H 0.384 4.638 0.739 0.112
```

Computed properties:
Energy above the lowest of the compared OMol25 structures with the same formula, charge and spin: 1566.5 kJ/mol
LUMO level: 0.049 eV
Gap between HOMO and LUMO: 9.1 eV
HOMO: -9.09 eV

ORCA calculation (the ωB97M-V functional and the def2-TZVPD basis) on 3 unconnected molecules or ions with the total composition C16H32ClN2O7PS2 at a distorted geometry.

The geometry in XYZ format:
```
61
Properties=species:S:1:pos:R:3:lowdin_charge:R:1
Cl -0.176 5.894 -2.275 0.127
S -0.749 1.694 3.891 0.669
S -0.336 1.824 -0.976 0.533
P -0.145 3.851 -1.642 0.191
O 2.081 3.819 3.074 -0.036
O 3.711 5.535 -2.250 -0.239
O -3.636 -4.734 -0.986 -0.002
O 2.807 -0.710 0.009 -0.093
O 0.415 -0.813 0.263 -0.060
O -4.674 1.193 1.850 -0.003
O 3.127 1.625 3.049 -0.096
N -3.827 -0.810 1.055 -0.200
N -2.146 -5.118 -2.716 -0.210
C 4.331 4.012 -2.233 -0.031
C 2.651 4.402 -2.439 -0.229
C 2.520 0.439 2.356 -0.268
C -0.774 -5.082 -3.177 -0.067
C -4.812 0.011 1.562 -0.330
C 1.645 4.043 -1.011 -0.348
C 2.074 2.537 3.531 -0.287
C 2.758 -0.837 3.391 -0.051
C -4.074 -2.201 0.740 -0.068
C 1.467 -0.289 -0.421 -0.281
C 0.905 2.175 4.628 -0.458
C -2.504 -0.266 0.831 -0.074
C -2.499 -4.729 -1.441 -0.320
C 3.401 0.202 0.996 -0.116
C -3.177 -5.577 -3.623 -0.050
C 1.099 0.747 -1.635 -0.373
H -0.710 -4.416 -4.043 0.088
H 2.114 3.091 -0.518 0.057
H 3.895 -0.959 3.696 0.100
H 4.421 -0.311 1.346 0.158
H 0.744 0.080 -2.560 0.113
H -1.214 4.202 -0.697 0.013
H 4.859 4.288 -1.227 0.120
H -1.835 -1.032 0.429 0.065
H 1.996 1.388 -2.031 0.087
H 2.160 -0.711 4.413 0.085
H -3.875 -2.363 -0.324 0.074
H -0.105 -4.716 -2.394 0.084
H -0.472 -6.092 -3.466 0.089
H 2.423 -1.865 2.939 0.095
H 4.968 3.852 -3.225 0.104
H -0.623 0.393 3.319 -0.110
H -5.110 -2.476 0.957 0.089
H -3.404 -2.823 1.339 0.092
H 1.322 1.283 5.282 0.083
H -3.676 -6.446 -3.185 0.094
H 0.810 3.108 5.358 0.121
H 1.755 5.003 -0.348 0.104
H -3.914 -4.779 -3.759 0.094
H -5.778 -0.504 1.692 0.127
H 2.144 4.206 -3.570 0.158
H 1.392 0.700 2.186 0.121
H -2.747 -5.849 -4.591 0.088
H 3.744 1.240 0.518 0.148
H -2.107 0.109 1.779 0.050
H -0.426 3.393 -3.004 -0.005
H -1.638 -4.398 -0.837 0.133
H -2.576 0.567 0.125 0.050
```

Computed properties:
Energy above the lowest of the compared OMol25 structures with the same formula, charge and spin: 452.2 kJ/mol
Structure (SMILES): C[C@H](COC(=O)CS[PH2](Cl)C[C@@H]1CO1)OC(=O)CS.CN(C)C=O.CN(C)C=O
LUMO level: -0.422 eV
Gap between HOMO and LUMO: 8.3 eV
HOMO: -8.72 eV

ORCA calculation (the ωB97M-V functional and the def2-TZVPD basis) on a molecular structure, C16H32ClNiO12 at a distorted geometry.

The geometry in XYZ format:
```
62
Properties=species:S:1:pos:R:3:lowdin_spin:R:1
Ni 1.556 0.201 2.193 1.583
Cl -0.254 0.024 0.711 0.316
O 3.123 2.103 -1.182 0.002
O -3.572 2.361 -2.437 0.000
O 0.436 -0.514 3.868 0.038
O -3.902 1.718 -0.301 0.000
O 0.273 -1.743 5.716 0.004
O -0.628 -3.021 -2.380 0.000
O 0.560 -4.942 -2.289 0.000
O -1.494 -1.442 4.567 0.001
O 0.303 -3.789 -4.191 0.000
O -3.935 3.813 -0.755 0.000
O 4.714 0.927 -0.423 0.003
O 2.777 1.019 0.731 0.034
C 1.462 -4.351 -4.784 0.000
C -3.643 4.944 -1.584 0.000
C -0.812 -3.081 -0.994 0.001
C -4.901 5.695 -2.004 0.000
C 3.472 1.285 -0.236 0.004
C 6.078 0.959 1.589 0.000
C 0.119 -4.008 -2.893 0.000
C -2.359 -0.727 3.655 0.000
C -3.799 2.599 -1.282 0.000
C -2.633 0.661 4.210 0.000
C -3.577 0.353 -0.652 0.005
C 1.787 2.574 -1.281 0.000
C 1.653 -2.140 5.780 0.000
C -0.236 -1.174 4.668 0.004
C 1.670 -3.708 -6.118 0.000
C 5.393 0.106 0.539 0.000
H -3.075 4.555 -2.430 0.000
H 2.678 -3.924 -6.488 0.000
H 1.665 -3.183 5.473 0.000
H -1.737 1.237 4.440 0.000
H -3.499 -0.122 0.327 0.001
H 0.979 -3.966 -6.919 0.000
H 2.272 -1.457 5.206 0.000
H -1.906 -0.719 2.661 0.000
H -5.470 5.041 -2.663 0.000
H 1.538 3.232 -0.438 0.000
H 1.071 1.794 -0.997 0.000
H -2.949 5.640 -1.109 0.000
H -3.282 -1.271 3.470 0.000
H 4.651 -0.569 0.971 0.000
H -3.170 1.259 3.470 0.000
H -4.594 6.627 -2.476 0.000
H 1.305 -5.424 -4.926 0.000
H -4.470 -0.070 -1.103 0.000
H 6.109 -0.433 -0.076 0.000
H -2.599 0.258 -1.112 0.004
H 2.354 -4.222 -4.167 0.000
H 1.938 -2.076 6.827 0.000
H -0.839 -4.102 -0.594 0.000
H 6.845 1.589 1.145 0.000
H 1.739 -2.616 -6.113 0.000
H -1.741 -2.703 -0.568 0.001
H -5.514 5.971 -1.147 0.000
H 5.404 1.676 2.068 0.000
H 0.038 -2.671 -0.446 0.000
H 1.513 3.056 -2.208 0.000
H 6.398 0.304 2.399 0.000
H -3.282 0.586 5.081 0.000
```

Computed properties:
Energy above the lowest of the compared OMol25 structures with the same formula, charge and spin: 182.2 kJ/mol
Charge: +1
LUMO level (alpha / beta): -4.187 / -6.948 eV
Gap between HOMO and LUMO (alpha / beta): 8.4 / 5.6 eV
<S²>: 2.0107
Multiplicity: 3
HOMO (alpha / beta): -12.59 / -12.59 eV

ORCA calculation (the ωB97M-V functional and the def2-TZVPD basis) on a molecular structure, C16H32F8Li3N4O24S12 at a distorted geometry.

The geometry in XYZ format:
```
99
Properties=species:S:1:pos:R:3:lowdin_charge:R:1
S 1.510 -1.522 -3.337 0.504
S 1.159 0.971 1.858 0.611
S -0.538 -5.490 1.549 0.630
S -2.517 -1.746 -1.805 0.764
S -3.343 2.946 2.876 0.763
S 5.234 -2.270 -0.662 0.403
S 7.406 -1.228 -0.679 0.637
S 0.817 0.724 -3.151 0.577
S 4.368 2.815 -0.988 0.742
S -4.490 -0.792 4.799 0.696
S 2.345 -1.098 2.005 0.380
S 0.844 -4.642 -0.140 0.418
F 1.100 -5.076 -1.660 -0.197
F 2.426 -2.466 1.223 -0.196
F 8.157 -0.535 0.622 -0.255
F 4.645 -3.587 0.042 -0.184
F -0.222 1.358 -2.135 -0.178
F -2.153 -5.884 1.524 -0.235
F 0.842 2.028 0.641 -0.208
F 2.456 -2.433 -2.416 -0.191
O -2.562 -3.179 -1.651 -0.387
O 0.437 -2.478 -3.592 -0.271
O 3.735 -0.862 2.180 -0.211
O 2.410 -1.185 -4.453 -0.243
O 0.129 -6.622 2.127 -0.225
O 0.632 -3.230 -0.390 -0.347
O -2.890 2.839 4.270 -0.326
O -5.871 -1.118 5.098 -0.344
O -1.299 -0.975 -1.416 -0.387
O 1.553 -1.521 3.117 -0.233
O 5.162 3.485 0.044 -0.311
O -0.103 0.754 2.544 -0.267
O 2.112 -5.068 0.384 -0.192
O -4.208 1.913 2.237 -0.385
O 4.110 -1.365 -0.587 -0.379
O 6.953 -0.063 -1.375 -0.287
O -0.437 -4.145 2.122 -0.249
O 5.585 -2.771 -1.947 -0.261
O 3.572 1.662 -0.662 -0.382
O 2.149 1.645 2.656 -0.221
O 8.585 -2.007 -1.072 -0.298
O 1.825 1.703 -3.319 -0.233
O -3.910 0.436 5.251 -0.336
O -0.127 0.341 -4.204 -0.267
N 1.668 -0.344 0.888 -0.401
N 1.356 -0.532 -2.144 -0.390
N 6.287 -2.026 0.394 -0.216
N -0.367 -5.492 -0.120 -0.373
C -2.463 4.323 0.605 -0.207
C -3.541 -2.424 2.907 -0.249
C 3.275 4.076 -1.891 -0.170
C -4.638 -0.172 -2.454 -0.210
C -2.546 -2.738 4.017 -0.180
C -2.807 -1.477 -3.580 -0.173
C 5.361 2.589 -2.507 -0.235
C -3.676 -0.166 -3.615 -0.197
C 5.381 3.919 -3.198 -0.223
C -3.301 -2.198 5.354 -0.140
C -4.203 4.581 2.507 -0.186
C -4.041 -0.945 -1.236 -0.169
C -4.105 -1.003 3.020 -0.234
C -1.980 3.333 1.623 -0.241
C 3.898 4.330 -3.326 -0.182
C -3.260 5.378 1.495 -0.182
Li -1.956 -5.271 -1.226 0.782
Li 0.467 -1.183 -0.439 0.600
Li 2.599 -0.120 -0.798 0.559
H -3.962 -2.999 5.683 0.078
H 3.624 5.321 -3.689 0.106
H -3.876 -0.500 -0.255 0.105
H 6.351 2.208 -2.254 0.099
H -1.627 4.842 0.136 0.115
H 2.354 3.575 -2.190 0.059
H -2.191 -3.767 4.083 0.095
H -3.144 -2.614 1.910 0.096
H -5.527 -0.671 -2.840 0.111
H -1.594 -2.211 3.957 0.108
H -1.641 2.406 1.162 0.076
H 3.195 5.019 -1.349 0.096
H -1.841 -1.428 -4.083 0.077
H -4.702 -1.804 -1.117 0.100
H 6.102 4.433 -2.563 0.116
H -4.858 -0.718 2.285 0.093
H -3.746 6.108 0.849 0.097
H -5.172 4.306 2.092 0.086
H 5.940 3.810 -4.127 0.115
H -4.351 -3.153 2.901 0.112
H -2.705 -1.788 6.170 0.088
H -3.282 -0.333 2.771 0.081
H -4.200 5.026 3.502 0.084
H -4.951 0.819 -2.128 0.118
H 4.778 1.767 -2.924 0.108
H -2.630 5.965 2.164 0.102
H -4.136 0.038 -4.582 0.120
H -3.115 3.816 -0.106 0.109
H -3.252 -2.345 -4.065 0.110
H -3.132 0.742 -3.354 0.112
H -1.176 3.825 2.172 0.110
H 3.472 3.603 -4.017 0.095
```

Computed properties:
Charge: -1
LUMO level: 0.289 eV
Gap between HOMO and LUMO: 7.2 eV
HOMO: -6.93 eV